No. 1
16
Properties=species:S:1:pos:R:3:forces:R:3:mulliken_charge:R:1 method="wB97M-V/def2-TZVPD" homo_energy_ev=-8.2229 relative_energy_kcal_mol=158.7 e_lumo_ev=-0.730
C -1.371046 0.155650 -1.117307 -0.2 -0.4 2.8 -0.57
C -1.862680 -0.914753 -0.486756 -0.9 1.0 -0.3 -0.28
C -0.029288 2.205517 0.084757 1.4 -1.8 -0.5 -0.68
C 0.610124 1.043910 0.206952 -0.8 3.7 -0.5 0.03
C -0.883127 1.012560 -0.030446 1.9 0.0 -0.7 0.87
C -1.793348 -0.728312 0.953542 -1.9 -2.8 0.8 -0.60
C 1.820444 0.219420 0.440944 -0.7 -0.3 0.6 0.48
C 1.550544 -1.196995 0.254492 -4.1 -0.7 1.9 -0.93
O 2.834272 0.626706 0.915741 0.9 1.1 0.1 -0.51
O -1.429120 0.458284 1.157912 0.6 1.8 1.2 -0.07
H -1.221396 0.284517 -2.115968 0.3 0.6 -2.5 0.50
H -2.525699 -1.619396 -0.884343 -0.1 -1.5 -0.7 0.50
H 0.045130 3.255647 -0.128617 -0.2 0.1 0.3 0.38
H 1.489771 -1.731452 1.248876 0.0 0.8 -0.8 0.23
H 2.210740 -1.737004 -0.264099 3.0 -1.7 -2.2 0.47
H 0.554683 -1.334301 -0.235686 0.9 -0.1 0.5 0.17

***

No. 2
15
Properties=species:S:1:pos:R:3:forces:R:3:mulliken_charge:R:1 method="wB97M-V/def2-TZVPD" homo_energy_ev=-9.6422 relative_energy_kcal_mol=37.8 smiles="C=CN(C=O)C(C)=O" e_lumo_ev=0.623
C 0.002570 -2.351157 0.749710 1.4 -0.2 1.0 -0.84
C -0.106839 -1.416247 -0.168889 -1.7 0.8 -1.4 0.19
N -0.412182 -0.028903 0.157971 0.7 -1.2 -0.2 0.22
C -0.890430 0.392687 1.383969 -1.4 0.5 0.2 -0.14
O -0.929851 1.532316 1.786857 0.7 -0.3 -0.5 -0.50
C -0.295565 1.022147 -0.788540 -1.4 3.1 -1.2 0.33
C 1.129166 1.559216 -1.161644 -3.3 1.5 1.4 -1.00
O -1.325015 1.610684 -1.180896 3.2 -2.1 1.0 -0.53
H 0.156582 -1.965054 1.751957 -0.2 -0.5 0.2 0.29
H 0.226468 -3.417310 0.583060 -0.5 0.8 -0.2 0.26
H -0.271766 -1.696208 -1.240164 0.4 0.6 0.9 0.28
H -1.457582 -0.358577 1.909244 0.2 -1.0 0.5 0.46
H 0.831835 2.378910 -1.814654 0.7 0.1 0.0 0.32
H 1.713045 1.897901 -0.291940 -0.5 -0.2 -0.2 0.29
H 1.629565 0.839599 -1.676041 1.7 -2.1 -1.5 0.36

***

No. 3
17
Properties=species:S:1:pos:R:3:forces:R:3:mulliken_charge:R:1 method="wB97M-V/def2-TZVPD" homo_energy_ev=-8.5250 relative_energy_kcal_mol=98.2 e_lumo_ev=0.629
C 2.103812 -0.496221 -1.126407 -0.1 0.0 -0.1 -1.12
C -1.659681 0.848208 -0.300282 -1.5 0.7 1.7 -1.09
C -0.914929 -0.003290 1.188533 -0.3 0.2 -4.5 -0.03
C 1.185228 0.192756 -0.169243 0.0 0.2 -0.5 0.78
C -0.151841 -0.494380 0.047854 1.9 -2.6 2.5 0.79
N -1.523525 -0.008464 2.239831 -0.4 1.2 0.9 -0.60
N 1.551455 1.268332 0.389964 -0.1 -0.1 0.3 -0.75
N -0.356272 -1.660459 -0.502051 -0.2 1.4 -0.6 -0.76
H -1.082979 -0.324620 3.099362 0.1 -0.6 -0.3 0.28
H 0.860202 1.646486 1.043057 -0.1 -0.1 -0.1 0.25
H -1.278085 -2.050251 -0.315889 0.2 -0.1 0.5 0.22
H 2.358613 -1.483622 -0.742413 0.0 0.0 0.0 0.29
H 3.001954 0.099660 -1.267753 0.0 0.0 0.0 0.37
H 1.592217 -0.652870 -2.077083 0.1 0.0 0.0 0.30
H -1.216988 1.142612 -1.250306 0.6 -0.5 0.3 0.35
H -1.943386 1.765249 0.215192 -0.3 0.1 0.0 0.36
H -2.525793 0.210874 -0.472364 0.0 0.1 0.0 0.36

***

No. 4
88
Properties=species:S:1:pos:R:3:forces:R:3:mulliken_charge:R:1 method="wB97M-V/def2-TZVPD" homo_energy_ev=-1.9901 charge=-2 e_lumo_ev=4.041
Pd 0.484980 0.993658 0.959481 0.6 0.2 -0.4 -0.09
C -1.667143 -0.576919 2.141265 -0.2 -0.2 0.1 -0.56
C -1.651522 0.104030 3.509386 0.0 0.0 0.0 -0.48
C -0.629010 1.231091 3.663680 0.1 0.0 0.1 -0.28
Sb -1.166306 3.147858 2.800745 -0.3 0.1 0.2 1.00
C 0.339608 3.544617 1.356928 -0.1 -0.5 -0.2 0.33
C 1.603898 2.924887 1.337844 0.1 0.1 0.1 -0.79
C 2.415908 3.041106 0.191614 0.0 0.2 0.0 -0.07
C 1.981043 3.758728 -0.903525 0.0 0.0 0.0 -0.73
C 0.726678 4.376538 -0.889957 0.0 0.0 0.1 -0.52
C -0.088173 4.249703 0.219565 0.1 0.0 -0.1 -0.85
C -0.204359 4.232228 4.431303 0.1 0.0 0.0 0.04
C -0.477434 3.944635 5.768429 0.0 0.0 0.0 -0.35
C 0.085012 4.687004 6.800020 0.0 0.0 0.0 -0.56
C 0.935660 5.746136 6.511480 0.0 0.0 0.0 -0.33
C 1.214784 6.052361 5.185922 0.0 0.0 0.0 -0.63
C 0.649883 5.301922 4.160854 0.0 0.0 0.1 -0.30
Sb -2.833194 0.325807 0.589075 0.1 0.2 0.2 1.69
C -2.954951 -1.329625 -0.693120 0.0 0.0 0.0 0.62
C -1.772140 -1.984135 -1.022943 0.0 0.0 0.0 -0.53
C -1.813902 -3.114635 -1.828360 0.0 0.0 0.0 -0.72
C -3.032643 -3.592851 -2.289940 0.0 0.0 0.0 -0.29
C -4.212341 -2.939651 -1.954612 0.0 0.0 0.0 -0.69
C -4.175224 -1.803352 -1.158312 0.0 0.0 -0.1 -0.47
C -4.608976 0.627501 1.694643 -0.1 0.0 0.0 0.48
C -5.102177 -0.374870 2.523606 0.0 0.0 0.0 -0.37
C -6.239847 -0.154229 3.290221 0.0 0.0 0.0 -0.67
C -6.874247 1.079299 3.237951 0.0 0.0 0.0 -0.42
C -6.377547 2.083643 2.416333 0.0 0.0 0.0 -0.64
C -5.249995 1.863499 1.635697 0.0 0.0 0.0 -0.48
H -2.096352 -1.584257 2.218964 0.0 0.0 0.0 0.52
H -0.646813 -0.730799 1.756448 0.0 0.0 0.1 -0.31
H -1.404408 -0.667869 4.243547 0.0 0.0 0.0 0.41
H -2.652597 0.460021 3.779879 0.0 0.0 0.0 0.33
H 0.340704 0.935386 3.239172 -0.1 -0.1 0.1 -0.85
H -0.461225 1.438849 4.725782 0.0 0.0 0.0 0.67
H 2.035612 2.523350 2.250732 0.0 0.0 0.0 0.31
H 3.380565 2.551820 0.165829 0.1 0.0 0.0 0.34
H 2.602467 3.812852 -1.789850 0.0 0.0 0.0 0.37
H 0.372251 4.914922 -1.760653 0.0 0.0 0.0 0.37
H -1.085496 4.676584 0.198743 0.0 0.0 0.0 0.48
H -1.145228 3.125251 6.021717 0.0 0.0 0.0 0.38
H -0.141272 4.436187 7.830575 0.0 0.0 0.0 0.35
H 1.378801 6.325661 7.312857 0.0 0.0 0.0 0.35
H 1.881224 6.873692 4.947542 0.0 0.0 0.0 0.36
H 0.892021 5.542585 3.130407 0.0 0.0 0.0 0.37
H -0.813919 -1.623476 -0.662406 0.0 0.0 0.0 0.36
H -0.889770 -3.614862 -2.090211 0.0 0.0 0.0 0.45
H -3.063357 -4.474835 -2.919550 0.0 0.0 0.0 0.35
H -5.161884 -3.306068 -2.327098 0.0 0.0 0.0 0.36
H -5.088925 -1.267449 -0.929020 0.0 0.0 0.0 0.45
H -4.598048 -1.334672 2.582070 0.0 0.0 0.0 0.33
H -6.623736 -0.941043 3.928959 0.0 0.0 0.0 0.38
H -7.759596 1.259338 3.837121 0.0 0.0 0.0 0.34
H -6.874895 3.044977 2.373514 0.0 0.0 0.0 0.41
H -4.882245 2.637282 0.967942 0.0 0.0 0.0 0.39
F -4.573786 2.634385 -3.129436 0.0 0.0 0.0 -0.43
Te -3.078097 2.749480 -1.980272 0.0 -0.2 0.0 1.56
F -4.379238 3.940220 -0.854120 0.1 0.0 -0.2 -0.64
F -4.248799 1.321509 -0.997276 0.0 0.0 -0.1 -0.61
F -2.228532 3.512583 -3.665258 -0.2 0.2 0.2 -0.57
F -2.457741 1.065119 -2.710378 0.0 0.1 -0.1 -0.51
O -1.948139 1.869165 0.064680 0.1 -0.2 0.3 -0.48
S 3.796527 -3.737160 0.823949 0.0 0.0 0.0 -0.58
P 2.930828 -2.084739 1.483141 0.0 0.0 0.1 1.04
S 1.858038 -0.998276 0.192446 -0.2 0.1 -0.1 -0.39
C 1.897705 -2.489902 2.949892 0.0 0.0 0.0 0.19
C 1.371243 -3.766916 3.106471 -0.1 0.0 0.0 -0.42
C 0.576402 -4.070868 4.204416 0.0 0.0 0.0 -0.68
C 0.323346 -3.107528 5.171220 0.0 0.0 0.0 -0.24
C 0.857902 -1.833381 5.027087 0.0 0.0 0.0 -0.58
C 1.628336 -1.523509 3.915907 0.0 0.0 0.0 -0.21
C 4.195797 -1.010669 2.274252 0.0 0.0 0.0 -0.41
C 4.130249 0.370944 2.148808 0.0 0.0 0.0 0.27
C 5.057400 1.182551 2.792362 0.0 0.0 0.0 -0.25
C 6.057208 0.613285 3.567546 0.0 0.0 0.0 -0.58
C 6.130394 -0.770003 3.692541 0.0 0.0 0.0 -0.62
C 5.205155 -1.578063 3.047756 0.0 0.0 0.0 -0.36
H 1.604430 -4.518244 2.360928 0.0 0.0 0.0 0.32
H 0.162011 -5.067270 4.308837 0.0 0.0 0.0 0.37
H -0.287739 -3.346736 6.034014 0.0 0.0 0.0 0.38
H 0.666552 -1.073287 5.775535 0.0 0.0 0.0 0.34
H 2.033298 -0.525616 3.805029 0.0 0.0 0.0 0.03
H 3.334880 0.790734 1.545793 0.0 0.0 0.0 -0.03
H 4.990760 2.259603 2.687898 0.0 0.0 0.0 0.46
H 6.779702 1.243788 4.073403 0.0 0.0 0.0 0.34
H 6.914172 -1.219185 4.291432 0.0 0.0 0.0 0.36
H 5.264730 -2.657649 3.121095 0.0 0.0 0.0 0.33

***

No. 5
8
Properties=species:S:1:pos:R:3:forces:R:3:mulliken_spin:R:1 method="wB97M-V/def2-TZVPD" homo_energy_ev="-10.1556 / -10.9355" charge=+1 relative_energy_kcal_mol=30.8 s2=0.775 spin_multiplicity=2 e_lumo_ev="-4.512 / -4.493"
O -0.918104 -1.058016 -0.295761 2.3 -0.1 -0.3 0.13
C 0.341435 -0.952796 -0.606367 -2.2 0.5 -1.7 0.39
Sr -1.175902 0.963677 0.595318 -0.4 0.5 0.7 -0.01
Li 1.289091 0.818296 -2.123604 0.1 -0.6 0.8 0.01
H 0.920745 -1.899982 -0.533842 0.3 0.7 0.8 0.05
C 1.184523 0.900572 0.270594 0.6 -1.2 0.3 0.46
H 1.614613 1.918372 0.218755 -0.5 0.3 -0.8 -0.01
H 2.090990 0.324580 0.486403 -0.2 -0.2 0.1 -0.01

***

No. 6
17
Properties=species:S:1:pos:R:3:forces:R:3:mulliken_charge:R:1 method="wB97M-V/def2-TZVPD" homo_energy_ev=-9.0442 relative_energy_kcal_mol=20.2 smiles="NCCC(N)=O.O" e_lumo_ev=0.563
N -1.949380 0.156175 0.807081 0.2 -0.3 0.4 -0.46
C -0.552212 0.617401 0.877440 -2.0 -0.7 -0.2 -0.57
C 0.240095 0.397739 -0.411681 0.1 0.2 0.2 -0.34
C 1.625712 1.008068 -0.217115 -0.5 0.0 0.0 0.50
N 2.684410 0.178747 -0.366547 0.3 -0.5 -0.2 -0.36
O 1.741724 2.170287 0.115449 0.2 0.1 -0.2 -0.61
H -2.126713 -0.831869 0.782344 0.1 0.0 -0.1 0.15
H -2.670388 0.721619 0.394374 0.3 0.1 -0.2 0.20
H -0.677418 1.668647 1.098321 0.8 0.2 0.2 0.31
H -0.115708 0.071283 1.714372 0.3 0.3 0.0 0.32
H -0.301077 0.917351 -1.199609 0.2 0.2 -0.2 0.23
H 0.246038 -0.657410 -0.699132 0.2 0.0 0.2 0.23
H 3.623611 0.525009 -0.309438 0.0 0.3 0.2 0.23
H 2.593364 -0.797104 -0.579046 -0.3 0.0 -0.1 0.19
O -2.604154 -3.401908 -0.740187 0.3 0.3 -0.3 -0.64
H -2.992868 -2.579399 -0.421564 -0.1 -0.1 0.0 0.31
H -2.036675 -3.116125 -1.476407 -0.3 -0.2 0.4 0.32